Entry from OMol25: C49H32N13OSc as an isolated structure in a non-equilibrium geometry (ωB97M-V with the def2-TZVPD basis set).

E_HOMO (alpha / beta): -6.453 / -6.478 eV
LUMO level (alpha / beta): -0.056 / -0.056 hartree

Geometry as XYZ:
```
96
Properties=species:S:1:pos:R:3:mulliken_charge:R:1
Sc -0.249 -0.421 0.829 -0.12
C 0.025 -7.389 0.157 -0.84
C -0.678 -7.437 1.337 -0.71
C -0.958 -6.219 2.065 -0.15
C -0.459 -5.025 1.553 0.30
C -0.543 -3.635 1.971 -0.05
N -1.247 -3.201 3.014 -0.62
C -1.350 -1.975 3.441 -0.09
C -2.025 -1.646 4.702 0.70
C -2.594 -2.452 5.660 0.02
C -3.180 -1.919 6.764 -0.75
C -2.992 -0.556 7.045 -0.69
C -2.354 0.259 6.095 -0.25
C -1.887 -0.261 4.914 -0.15
C -1.018 0.214 3.866 -0.03
N -0.609 1.460 3.725 -0.35
C 0.301 1.916 2.818 -0.49
N 0.795 1.162 1.760 -0.18
C 1.685 1.948 1.031 -0.23
N 2.479 1.504 0.049 -0.51
C 2.534 0.300 -0.480 0.06
N 1.565 -0.686 -0.265 0.23
C 2.010 -1.875 -0.874 -0.35
N 1.516 -3.123 -0.795 -0.63
C 0.679 -3.587 0.136 -0.61
N 0.120 -2.811 1.122 -0.03
C 0.298 -4.986 0.375 0.47
C 0.582 -6.173 -0.285 0.02
C 3.124 -1.530 -1.713 0.70
C 3.829 -2.199 -2.722 -0.17
C 4.851 -1.584 -3.449 -0.59
C 5.233 -0.294 -3.176 -0.61
C 4.622 0.336 -2.113 -0.30
C 3.527 -0.218 -1.430 0.10
C 1.798 3.272 1.691 0.93
C 2.648 4.335 1.420 -0.36
C 2.736 5.328 2.421 -0.67
C 1.937 5.227 3.585 -0.76
C 1.004 4.180 3.801 -0.14
C 0.917 3.202 2.811 0.30
N -0.803 -0.810 2.950 0.12
H 0.349 -8.269 -0.374 0.39
H -1.088 -8.350 1.692 0.43
H -1.579 -6.230 2.920 0.60
H -2.614 -3.534 5.428 0.45
H -3.830 -2.559 7.324 0.42
H -3.303 -0.101 7.962 0.41
H -2.190 1.330 6.176 0.48
H 1.269 -6.185 -1.123 0.51
H 3.524 -3.240 -3.111 0.30
H 5.408 -2.174 -4.177 0.39
H 6.019 0.199 -3.768 0.40
H 5.012 1.330 -1.902 0.46
H 3.164 4.497 0.485 0.49
H 3.456 6.117 2.372 0.44
H 1.960 6.010 4.303 0.45
H 0.412 4.086 4.722 0.50
O -0.945 3.507 -1.058 -0.70
C -1.303 2.569 -0.341 -0.26
N -0.948 1.233 -0.505 0.86
C -1.020 0.762 -1.879 -0.85
C -1.712 -0.578 -1.798 0.43
C -2.036 -1.331 -2.943 -0.73
C -2.591 -2.603 -2.795 -0.35
C -2.878 -3.055 -1.504 -0.82
C -2.694 -2.200 -0.440 -0.13
N -1.999 -1.053 -0.540 0.16
C -2.282 2.973 0.680 0.76
C -2.017 4.119 1.509 -0.47
C -2.883 4.449 2.532 -0.44
C -4.112 3.739 2.666 -0.56
C -4.327 2.679 1.807 -0.37
N -3.445 2.328 0.877 -0.52
H -0.048 0.608 -2.417 0.10
H -1.611 1.374 -2.549 0.75
H -1.812 -0.939 -3.946 0.48
H -2.797 -3.218 -3.700 0.38
H -3.234 -4.051 -1.290 0.45
H -3.095 -2.400 0.565 0.42
H -1.079 4.678 1.406 0.45
H -2.644 5.352 3.045 0.47
H -4.712 4.006 3.524 0.40
H -5.244 2.134 1.847 0.44
N 3.328 2.965 -7.563 -0.54
C 2.180 2.431 -6.989 1.03
C 1.427 1.430 -7.631 -0.53
C 0.220 1.045 -6.979 -0.35
N -0.318 1.518 -5.858 -0.52
C 0.444 2.469 -5.259 -0.32
C 1.741 2.866 -5.678 -0.75
H 3.539 2.777 -8.567 0.22
H 3.665 3.877 -7.336 0.23
H 1.600 1.042 -8.656 0.25
H -0.468 0.453 -7.530 0.40
H 0.014 2.851 -4.324 0.54
H 2.257 3.640 -5.116 0.36
```



Entry from OMol25: C49H34AsF14O8S as an isolated structure in a non-equilibrium geometry (ωB97M-V with the def2-TZVPD basis set).

E_HOMO: -6.866 eV
LUMO level: 0.024 hartree
charge: -1
energy relative to the best compared isomer or geometry (same formula, charge and spin): 0.0 kcal per mole

Geometry as XYZ:
```
107
Properties=species:S:1:pos:R:3:mulliken_charge:R:1
As 0.243 -0.745 -0.860 2.06
F 1.899 -1.222 -0.678 -0.49
F -0.263 -1.889 0.330 -0.56
F -1.405 -0.295 -1.156 -0.49
F 0.725 0.445 -2.029 -0.42
F 0.134 -1.944 -2.109 -0.51
F 0.393 0.425 0.424 -0.56
C 2.300 1.070 3.326 -1.06
C 1.891 -0.403 3.291 1.07
C 0.372 -0.527 3.428 0.56
F 0.034 -1.837 3.568 -0.32
F -0.082 0.192 4.476 -0.28
F 2.262 -0.896 2.101 -0.14
F 2.436 -1.146 4.296 -0.37
O 3.622 1.329 2.903 -0.44
C 4.598 1.314 3.888 0.94
C 5.895 1.302 3.075 0.38
F 6.047 2.348 2.274 -0.24
F 6.968 1.201 3.911 -0.30
F 4.474 2.494 4.557 -0.32
F 4.532 0.290 4.709 -0.27
H 2.047 1.513 4.290 0.46
H 1.650 1.532 2.581 0.34
H -0.119 -0.219 2.501 -0.06
H 5.906 0.396 2.465 0.08
C 4.556 -2.592 0.693 -0.82
S 5.375 -3.904 -0.228 0.51
O 6.839 -3.635 -0.319 -0.66
C 5.208 -5.124 1.084 -0.95
H 3.542 -2.993 0.744 0.28
H 4.584 -1.606 0.244 0.39
H 5.020 -2.562 1.681 0.24
H 5.767 -4.719 1.933 0.31
H 5.656 -6.068 0.796 0.33
H 4.167 -5.220 1.393 0.35
C -1.000 5.502 7.246 -0.63
C -2.310 5.988 7.330 -0.37
C -3.177 5.878 6.260 -0.62
C -2.783 5.209 5.110 0.51
C -1.506 4.663 5.050 0.23
C -0.590 4.923 6.071 -0.56
C -1.011 4.027 3.803 0.33
O 0.152 3.753 3.603 -0.65
C -2.070 3.562 2.851 0.03
C -1.771 2.647 1.860 -0.22
C -2.748 2.224 0.973 -0.58
C -4.061 2.659 1.107 -0.79
C -4.340 3.658 2.029 -0.64
C -3.357 4.099 2.908 0.48
C -3.699 5.119 3.920 0.47
O -4.659 5.850 3.871 -0.65
H -0.353 5.716 8.086 0.39
H -2.725 6.405 8.240 0.37
H -4.153 6.341 6.305 0.44
H 0.415 4.533 5.959 0.48
H -0.768 2.285 1.673 0.56
H -2.466 1.519 0.199 0.57
H -4.802 2.468 0.340 0.43
H -5.347 4.053 2.070 0.44
C 0.782 1.277 -11.363 -0.48
C 1.420 2.474 -11.703 -0.43
C 2.132 3.186 -10.759 -0.72
C 2.321 2.653 -9.490 0.34
C 1.826 1.380 -9.203 0.49
C 1.024 0.719 -10.113 -0.53
C 2.014 0.796 -7.835 0.29
O 1.803 -0.375 -7.622 -0.59
C 2.234 1.786 -6.737 0.42
C 1.877 1.403 -5.449 -0.68
C 2.163 2.260 -4.391 -0.42
C 2.729 3.501 -4.664 -0.56
C 2.964 3.938 -5.958 -0.70
C 2.684 3.073 -7.010 0.29
C 2.920 3.505 -8.424 0.35
O 3.441 4.574 -8.666 -0.65
H 0.165 0.792 -12.106 0.39
H 1.294 2.778 -12.736 0.37
H 2.457 4.189 -11.002 0.43
H 0.481 -0.195 -9.909 0.41
H 1.404 0.460 -5.216 0.56
H 1.839 1.979 -3.397 0.60
H 2.918 4.197 -3.854 0.38
H 3.493 4.868 -6.112 0.44
C -4.676 -6.855 4.604 -0.50
C -4.924 -5.526 4.948 -0.52
C -4.798 -4.541 3.988 -0.77
C -4.638 -4.878 2.653 0.45
C -4.543 -6.223 2.280 0.46
C -4.507 -7.181 3.273 -0.50
C -4.408 -6.557 0.830 0.39
O -4.579 -7.702 0.466 -0.65
C -3.896 -5.499 -0.065 0.21
C -3.269 -5.812 -1.255 -0.42
C -2.767 -4.832 -2.104 -0.86
C -2.704 -3.532 -1.625 -0.14
C -3.332 -3.196 -0.433 -0.79
C -3.906 -4.159 0.369 0.67
C -4.562 -3.773 1.649 0.15
O -4.901 -2.640 1.891 -0.61
H -4.774 -7.608 5.374 0.37
H -4.987 -5.330 6.012 0.35
H -5.098 -3.531 4.243 0.43
H -4.380 -8.205 2.934 0.43
H -3.190 -6.870 -1.487 0.42
H -2.302 -5.177 -3.017 0.39
H -2.133 -2.800 -2.183 0.42
H -3.259 -2.177 -0.073 0.59
```